(1)
Molecular formula: C4H8N4O2
Method: DFT, wB97M-V/def2-TZVPD

Structure (XYZ):
```
18
Properties=species:S:1:pos:R:3
O 1.47008 2.17387 -1.92442
O -1.41082 -2.24451 1.93198
N -0.38241 -1.59245 1.96396
N 0.37353 1.54696 -1.99571
N -0.06227 1.10106 -0.82195
N 0.12877 -1.19169 0.73272
C 0.75089 1.16915 0.43217
C -0.69067 -1.20632 -0.50764
C 1.18211 -0.20882 0.74666
C -1.14250 0.11979 -0.75417
H -1.52267 -2.03038 -0.36611
H 0.06884 1.66200 1.39738
H -0.21099 -1.46093 -1.29207
H 1.64203 -0.24534 1.84743
H -1.90177 0.61398 -0.17480
H 1.93962 -0.52139 0.12320
H -1.70188 0.32400 -1.72317
H 1.47011 1.99102 0.38455
```

Summary:
Energy relative to the best compared isomer or geometry (same formula, charge and spin) = 6.219 eV
HOMO = -0.3564 Ha
Lowest unoccupied orbital energy = 0.485 eV
HOMO-LUMO gap = 10.2 eV
2S+1 = 1

List of natural (NBO) charges in e, atom by atom:
1. O -0.43
2. O -0.37
3. N 0.26
4. N 0.24
5. N -0.23
6. N -0.26
7. C -0.28
8. C -0.27
9. C -0.26
10. C -0.26
11. H 0.26
12. H 0.21
13. H 0.21
14. H 0.24
15. H 0.23
16. H 0.21
17. H 0.24
18. H 0.27



(2)
Molecular formula: C18H72N36O18
Method: DFT, wB97M-V/def2-TZVPD

Structure (XYZ):
```
144
Properties=species:S:1:pos:R:3
O 10.48026 14.43534 15.90352
O 12.68784 9.64219 13.32660
O 16.99810 12.60641 9.16485
O 6.73761 14.58568 15.28865
O 8.40884 12.88821 10.33656
O 7.52875 9.75816 12.93745
O 14.41191 17.60676 10.68972
O 16.81470 12.37847 14.97739
O 12.29657 14.38332 8.03162
O 10.33618 19.07032 18.60176
O 11.99641 13.22161 12.48429
O 10.59389 19.90877 9.39020
O 14.63491 16.83374 16.00560
O 7.67804 19.21583 14.51782
O 6.92369 15.83604 10.00407
O 11.55006 17.79001 13.28562
O 12.82012 21.53129 17.17810
O 14.26526 12.79114 16.77539
N 6.48994 17.24911 14.69286
N 17.01537 11.14901 7.45087
N 11.57878 15.89660 17.33839
N 15.33217 12.44136 13.20728
N 12.47302 12.49340 18.11653
N 11.45126 15.29375 11.84745
N 12.56099 14.89813 13.88624
N 12.35663 11.63084 15.99606
N 9.54206 14.81253 17.94678
N 16.44440 16.77769 11.39711
N 15.62994 15.03047 15.02476
N 6.02955 17.11530 11.69665
N 8.14631 12.87421 14.66572
N 8.34635 19.12868 17.47025
N 8.79954 18.67193 10.12357
N 13.01823 19.33333 17.00882
N 14.82183 17.28658 12.86808
N 6.02519 12.31161 15.40161
N 16.13109 15.62711 17.22638
N 9.10571 19.03340 7.83994
N 12.98983 16.47489 8.52504
N 13.95481 14.69610 9.57727
N 10.36461 12.59569 9.22770
N 15.66365 13.02329 7.33784
N 7.10363 15.13522 12.10791
N 12.25128 19.15866 11.71786
N 11.03354 8.19412 13.10464
N 14.93749 20.55681 16.85472
N 7.02700 10.39593 10.81832
N 15.47062 10.51272 14.58155
N 9.07327 14.55683 9.05470
N 10.63725 19.87662 13.24688
N 8.70886 17.16094 14.37275
N 9.86389 20.97524 17.39788
N 10.65554 10.51585 13.27140
N 6.07419 8.56549 11.83432
C 13.06394 15.13567 8.63953
C 10.57184 15.00938 16.98631
C 11.44086 18.91966 12.72288
C 13.13507 12.35722 16.88862
C 6.71991 16.01016 11.20376
C 15.39516 15.90458 16.13846
C 16.55269 12.24723 8.06773
C 12.00430 14.40415 12.67422
C 13.60926 20.55640 17.02870
C 11.47384 9.47263 13.22238
C 6.95162 9.61100 11.87376
C 7.61808 17.96456 14.53416
C 9.24612 13.33280 9.53575
C 15.87851 11.84326 14.30043
C 6.94439 13.35449 15.20043
C 9.60525 19.18054 9.13629
C 15.20048 17.29445 11.61742
C 9.55390 19.73622 17.82806
H 13.38793 16.99515 9.27731
H 11.51091 16.51174 18.19614
H 6.19329 11.31937 15.17621
H 14.53597 12.04106 12.66881
H 8.64848 14.48668 17.58070
H 9.70717 10.39082 13.08116
H 8.26824 15.01368 9.42542
H 11.97046 19.91203 11.13587
H 6.18629 10.45823 10.22023
H 5.94213 17.85574 10.98697
H 9.63936 17.45558 14.10401
H 12.17479 16.24422 16.62386
H 15.50895 21.27086 17.14603
H 8.93998 13.48892 14.97444
H 5.58438 8.52496 10.94018
H 5.73336 17.84599 14.88676
H 16.56107 14.71875 17.39506
H 14.68753 14.89050 14.63728
H 13.06753 12.83182 18.86299
H 15.46404 19.72930 17.04270
H 8.48048 11.94207 14.46478
H 6.61876 15.07776 13.00292
H 9.68962 19.06950 7.05005
H 17.03333 16.44609 12.17447
H 10.85337 15.04732 11.08732
H 10.82375 21.33778 17.53961
H 8.03302 18.07363 9.76024
H 6.13038 7.76842 12.40250
H 16.10717 14.12663 15.13734
H 6.26859 17.45590 12.61252
H 13.83260 17.46490 13.05310
H 9.38584 21.45275 16.69214
H 10.13503 7.86760 13.53445
H 14.99667 12.56110 6.71860
H 12.64624 11.50708 15.09166
H 13.51894 18.51170 16.81600
H 7.76139 19.62981 16.80030
H 15.78532 13.28924 12.84888
H 15.44869 17.03705 13.60090
H 12.12834 16.85351 8.02571
H 7.52192 14.27564 11.75657
H 7.73470 11.15054 10.79418
H 12.14392 19.21554 17.52417
H 16.73822 16.65614 10.45151
H 12.42479 14.23046 14.64556
H 12.31205 15.82286 14.12574
H 13.04243 18.54570 11.46099
H 5.04127 12.44975 15.58472
H 10.52921 20.82586 12.79766
H 10.06832 19.69427 14.08723
H 8.46245 18.29976 7.68205
H 15.80392 16.06151 18.11189
H 8.25174 18.15663 17.78884
H 16.54511 10.57958 6.81589
H 11.91813 11.72776 18.33739
H 11.07292 11.44958 13.29442
H 11.39011 11.79223 15.97434
H 11.72133 7.52076 12.82456
H 9.55592 14.80376 8.19123
H 14.87223 9.96645 13.96428
H 15.43856 13.79664 7.93748
H 16.13437 10.01085 15.10628
H 6.38791 16.23261 14.83089
H 9.55860 15.42501 18.74680
H 13.71893 13.71982 9.90320
H 17.85452 10.81481 7.88497
H 10.46225 11.77488 9.82799
H 11.44569 16.25029 12.19454
H 14.13972 15.41796 10.26848
H 11.13440 12.90373 8.63094
H 8.70436 16.21326 14.80510
H 8.92348 19.01771 11.03458
```

Summary:
Energy relative to the best compared isomer or geometry (same formula, charge and spin) = 2.023 eV
HOMO = -0.3412 Ha
Lowest unoccupied orbital energy = 0.306 eV
HOMO-LUMO gap = 9.6 eV
2S+1 = 1

Löwdin population analysis, charges in e, atoms 1 to 99:
1. O -0.02
2. O -0.02
3. O 0.00
4. O -0.05
5. O -0.05
6. O -0.01
7. O -0.06
8. O -0.06
9. O -0.04
10. O -0.09
11. O 0.01
12. O -0.02
13. O 0.00
14. O -0.04
15. O -0.01
16. O -0.09
17. O -0.04
18. O 0.04
19. N 0.15
20. N 0.15
21. N 0.18
22. N 0.17
23. N 0.14
24. N 0.22
25. N 0.16
26. N 0.20
27. N 0.15
28. N 0.18
29. N 0.13
30. N 0.16
31. N 0.16
32. N 0.15
33. N 0.18
34. N 0.17
35. N 0.22
36. N 0.15
37. N 0.17
38. N 0.16
39. N 0.17
40. N 0.16
41. N 0.17
42. N 0.15
43. N 0.21
44. N 0.20
45. N 0.15
46. N 0.18
47. N 0.18
48. N 0.16
49. N 0.18
50. N 0.18
51. N 0.19
52. N 0.18
53. N 0.20
54. N 0.14
55. C -0.69
56. C -0.61
57. C -0.65
58. C -0.61
59. C -0.66
60. C -0.66
61. C -0.68
62. C -0.66
63. C -0.62
64. C -0.69
65. C -0.72
66. C -0.69
67. C -0.67
68. C -0.60
69. C -0.57
70. C -0.60
71. C -0.65
72. C -0.60
73. H 0.03
74. H 0.13
75. H 0.11
76. H 0.11
77. H 0.09
78. H 0.04
79. H 0.02
80. H 0.07
81. H 0.13
82. H 0.11
83. H 0.05
84. H 0.06
85. H 0.07
86. H 0.07
87. H 0.10
88. H 0.10
89. H 0.11
90. H 0.05
91. H 0.10
92. H 0.10
93. H 0.07
94. H 0.09
95. H 0.08
96. H 0.12
97. H 0.09
98. H 0.09
99. H 0.09



(3)
Molecular formula: C30H24N6O8RuS
Method: DFT, wB97M-V/def2-TZVPD

Structure (XYZ):
```
70
Properties=species:S:1:pos:R:3
Ru 0.17365 0.01316 -1.51384
S -2.82792 -1.74670 -0.44904
O -2.08283 -2.83838 -1.01014
O 0.83972 0.37904 0.57388
O 0.27170 -0.71069 5.55683
O 1.81601 -3.25292 -2.83028
O 2.10680 0.14490 6.67062
O -4.18401 -1.52150 -0.87439
O 2.73405 1.58044 0.54527
O 1.30215 -1.76579 -1.46774
N 2.39180 0.73088 -2.05831
N -1.91379 -0.43135 -0.74446
N -1.56207 1.77912 -0.98880
N -2.86692 -2.67472 5.41079
N 1.02211 -2.94834 -1.99070
N -3.36133 1.03474 0.40391
C -1.82475 3.03123 -0.64298
C -3.96641 -1.88024 3.41265
C -2.86213 -2.46104 4.03876
C -0.98249 -1.09318 -4.09157
C 2.38760 1.90057 -5.57165
C -1.74447 -2.79448 3.27064
C -1.00283 -1.72578 -5.32936
C 2.21079 0.41647 5.32598
C 1.06782 -0.65620 -5.87259
C -2.85315 3.36541 0.21869
C -3.60403 2.30096 0.70284
C 3.21810 1.08075 4.67126
C 0.05817 -0.24826 -3.70234
C -1.73719 -2.56172 1.90773
C 1.06160 0.01843 -4.64955
C 0.86597 -0.53932 6.83363
C -2.32143 0.81302 -0.41536
C 2.64801 1.47168 -3.24071
C 3.77646 3.34858 -4.26691
C 0.04901 -1.53369 -6.20974
C 1.11158 -0.08878 4.65768
C 0.95106 0.04632 3.30434
C 1.85974 0.92048 1.12115
C 3.23393 2.99421 -5.49113
C 2.06343 1.11239 -4.46455
C 3.48032 2.58415 -3.15034
C -2.84069 -1.97913 1.29847
C 1.96931 0.72213 2.61687
C -3.95203 -1.63582 2.05186
C 3.07422 1.22477 3.28924
H 1.92048 1.66947 -6.51982
H -2.18234 -3.32094 5.76325
H -3.06511 4.38870 0.48626
H 2.78223 1.15851 -1.21007
H -0.87841 -2.83141 1.30601
H -1.20187 3.79373 -1.09906
H 3.82820 1.73688 2.70794
H -1.82255 -2.38668 -5.58361
H 4.07494 1.47052 5.20216
H 0.20409 0.05935 7.46793
H -4.79728 -1.18021 1.55682
H -4.43983 2.48005 1.37330
H -1.79258 -1.30304 -3.39665
H 2.70186 -0.23773 -2.11333
H 3.89910 2.83452 -2.18319
H 0.08170 -2.06236 -7.15471
H -3.76906 -2.74524 5.84931
H 0.09615 -0.34598 2.77502
H 1.05668 -1.51918 7.28253
H 1.89108 -0.51184 -6.56265
H 4.42670 4.20964 -4.17699
H -4.83810 -1.61828 4.00201
H 3.44972 3.57560 -6.37841
H -0.88043 -3.23992 3.74931
```

Summary:
HOMO (spin up / spin down) = -0.1572 / -0.2054 Ha
Lowest unoccupied orbital energy (spin up / spin down) = 2.349 / 1.645 eV
HOMO-LUMO gap (spin up / spin down) = 6.6 / 7.2 eV
2S+1 = 6
Charge = -1

List of natural (NBO) charges in e, atom by atom:
1. Ru 1.71
2. S 2.35
3. O -0.95
4. O -0.80
5. O -0.50
6. O -0.39
7. O -0.49
8. O -0.96
9. O -0.72
10. O -0.67
11. N -0.88
12. N -0.99
13. N -0.54
14. N -0.80
15. N 0.35
16. N -0.50
17. C 0.12
18. C -0.29
19. C 0.17
20. C -0.23
21. C -0.22
22. C -0.23
23. C -0.22
24. C 0.22
25. C -0.23
26. C -0.38
27. C 0.11
28. C -0.28
29. C -0.41
30. C -0.17
31. C -0.01
32. C 0.24
33. C 0.57
34. C 0.14
35. C -0.22
36. C -0.23
37. C 0.28
38. C -0.24
39. C 0.80
40. C -0.24
41. C 0.01
42. C -0.24
43. C -0.39
44. C -0.15
45. C -0.13
46. C -0.17
47. H 0.21
48. H 0.38
49. H 0.22
50. H 0.44
51. H 0.25
52. H 0.20
53. H 0.24
54. H 0.20
55. H 0.22
56. H 0.15
57. H 0.24
58. H 0.18
59. H 0.22
60. H 0.42
61. H 0.22
62. H 0.20
63. H 0.37
64. H 0.26
65. H 0.15
66. H 0.20
67. H 0.20
68. H 0.20
69. H 0.20
70. H 0.20



| no. | electronic energy (eV) |
| --- | --- |
| 1 | -14326.8821 |
| 2 | -110353.7604 |
| 3 | -70235.3774 |